Formula: C41H53BCl4F3HfN2O2P2Si
Source: OMol25
Level of theory: ωB97M-V/def2-TZVPD

Each line ends with the Löwdin charge.
Cartesian coordinates (Å):
Hf -0.377 -0.137 0.101  1.580
C 1.688 4.519 2.304  -0.124
C 0.288 3.948 2.078  -0.513
C -0.789 4.804 2.748  -0.101
P 0.283 2.083 2.380  1.123
C 0.683 1.838 4.197  -0.533
C 0.213 2.870 5.222  -0.118
C 2.196 1.609 4.315  -0.123
C -1.538 1.840 2.319  -0.328
C -2.398 1.613 3.393  -0.046
C -3.772 1.648 3.236  -0.287
C -4.697 1.417 4.403  -0.052
C -4.285 1.911 1.966  -0.060
C -3.457 2.045 0.872  -0.037
C -2.064 1.980 1.019  -0.373
N -1.153 1.975 -0.048  -0.114
C -1.370 2.831 -1.115  -0.324
C -2.155 3.994 -0.991  -0.033
C -2.430 4.811 -2.071  -0.047
C -1.914 4.539 -3.332  -0.288
C -2.253 5.390 -4.529  -0.062
C -1.043 3.462 -3.443  -0.067
C -0.741 2.629 -2.372  -0.314
P 0.514 1.307 -2.389  1.131
C 2.077 2.364 -2.264  -0.491
C 2.346 3.372 -3.379  -0.111
C 2.069 3.106 -0.923  -0.136
C 0.652 0.540 -4.103  -0.497
C 0.570 1.346 -5.402  -0.124
C -0.377 -0.592 -4.211  -0.135
H 1.765 5.516 1.864  0.078
H 2.448 3.883 1.844  0.062
H 1.914 4.608 3.369  0.057
H 0.096 3.977 1.001  0.068
H -0.532 5.042 3.780  0.058
H -1.757 4.304 2.739  0.064
H -0.890 5.747 2.203  0.077
H 0.197 0.885 4.424  0.083
H 0.783 3.797 5.138  0.060
H 0.375 2.476 6.231  0.077
H -0.845 3.107 5.119  0.057
H 2.749 2.535 4.146  0.062
H 2.533 0.877 3.578  0.065
H 2.451 1.237 5.311  0.075
H -1.993 1.416 4.378  0.104
H -4.157 0.969 5.237  0.075
H -5.511 0.745 4.124  0.071
H -5.141 2.356 4.743  0.075
H -5.361 1.967 1.825  0.115
H -3.881 2.176 -0.115  0.107
H -2.560 4.248 -0.019  0.106
H -3.056 5.685 -1.926  0.106
H -3.027 6.116 -4.280  0.067
H -2.620 4.776 -5.354  0.074
H -1.379 5.936 -4.894  0.074
H -0.586 3.275 -4.405  0.084
H 2.889 1.628 -2.255  0.101
H 1.470 3.994 -3.569  0.065
H 2.652 2.890 -4.305  0.057
H 3.159 4.034 -3.071  0.076
H 1.319 3.903 -0.943  0.078
H 3.045 3.564 -0.743  0.080
H 1.849 2.433 -0.097  0.025
H 1.653 0.092 -4.039  0.107
H -0.457 1.655 -5.600  0.069
H 0.876 0.695 -6.225  0.078
H 1.207 2.227 -5.424  0.043
H -1.385 -0.174 -4.267  0.059
H -0.335 -1.264 -3.361  0.027
H -0.200 -1.180 -5.116  0.083
C -3.527 0.486 -2.658  -0.164
Si -3.462 -1.029 -1.529  0.419
C -2.873 -2.531 -2.544  -0.160
C -5.281 -1.374 -1.090  -0.179
N -2.496 -0.782 -0.127  -0.176
C -2.827 -1.604 0.956  -0.341
C -3.933 -1.445 1.802  -0.042
C -4.153 -2.281 2.885  -0.089
C -3.301 -3.340 3.163  -0.095
C -2.226 -3.574 2.320  -0.017
C -2.026 -2.719 1.262  -0.277
F -1.006 -2.979 0.405  0.028
H -2.568 0.995 -2.731  -0.010
H -4.262 1.212 -2.301  0.025
H -3.826 0.184 -3.665  0.032
H -3.556 -3.378 -2.448  0.023
H -1.890 -2.854 -2.191  0.010
H -2.782 -2.297 -3.607  0.015
H -5.858 -1.595 -1.992  0.026
H -5.738 -0.505 -0.607  0.020
H -5.381 -2.223 -0.410  0.023
H -4.625 -0.643 1.596  0.093
H -5.017 -2.110 3.517  0.096
H -3.475 -3.987 4.013  0.095
H -1.540 -4.396 2.476  0.125
Cl 4.700 -3.695 -2.746  0.639
C 3.815 -2.518 -1.845  -0.716
C 4.484 -1.587 -1.064  -0.715
Cl 6.209 -1.595 -0.985  0.639
C 3.753 -0.637 -0.342  -0.606
Cl 4.555 0.558 0.612  0.695
C 2.365 -0.614 -0.381  -0.410
O 1.629 0.269 0.263  -0.331
C 1.678 -1.576 -1.171  -0.391
O 0.358 -1.515 -1.189  -0.285
C 2.416 -2.502 -1.897  -0.600
Cl 1.557 -3.652 -2.860  0.699
F -0.445 -1.139 3.427  0.129
B -0.069 -1.054 2.129  -0.685
F 0.975 -1.925 1.934  0.110

For the total energy, the calculation gives -137144.27182 eV. As for the HOMO-LUMO gap: 7.11 eV. As for the charge: -1. As for the lowest unoccupied orbital energy: 2.4 eV.

---

Formula: C41H53N4O4P2Pb
Source: OMol25
Level of theory: ωB97M-V/def2-TZVPD

Each line ends with the Löwdin charge.
Cartesian coordinates (Å):
Pb -0.248 1.314 -0.262  1.352
C 2.359 0.246 2.055  -0.064
O 1.379 1.287 1.956  -0.358
C 0.824 1.695 3.199  -0.199
C 0.419 3.149 3.100  -0.175
O -0.495 3.460 2.057  -0.203
C -1.864 3.630 2.414  -0.168
C -2.718 2.398 2.232  -0.224
O -3.115 2.345 0.876  -0.256
C -3.867 1.187 0.571  -0.113
H 3.093 0.489 2.826  0.103
H 2.856 0.170 1.090  0.079
H 1.899 -0.713 2.300  0.056
H 1.584 1.626 3.985  0.135
H -0.008 1.039 3.468  0.108
H 1.318 3.730 2.887  0.135
H 0.029 3.470 4.071  0.132
H -2.261 4.390 1.742  0.135
H -1.940 3.998 3.439  0.128
H -3.601 2.463 2.882  0.135
H -2.161 1.490 2.503  0.109
H -4.771 1.124 1.186  0.096
H -3.281 0.277 0.733  0.069
H -4.153 1.251 -0.477  0.084
N -0.298 -2.613 0.571  -0.406
P -0.633 -1.979 2.120  0.969
C -2.168 -2.842 2.621  -0.370
C -2.626 -4.031 2.064  -0.086
C -3.755 -4.657 2.575  -0.074
C -4.436 -4.103 3.652  -0.077
C -3.998 -2.907 4.205  -0.077
C -2.875 -2.276 3.683  -0.122
C 0.573 -2.886 3.173  -0.378
C 0.585 -2.600 4.539  -0.108
C 1.492 -3.218 5.386  -0.076
C 2.416 -4.122 4.874  -0.079
C 2.424 -4.399 3.514  -0.075
C 1.507 -3.783 2.666  -0.102
P -0.303 -1.635 -0.814  0.882
C -1.589 -2.373 -1.860  -0.369
C -2.657 -1.595 -2.301  -0.089
C -3.654 -2.163 -3.086  -0.071
C -3.586 -3.505 -3.427  -0.069
C -2.519 -4.287 -2.988  -0.066
C -1.521 -3.723 -2.211  -0.094
C 1.218 -1.956 -1.715  -0.368
C 2.503 -1.968 -0.984  -0.085
C 3.651 -1.682 -1.592  -0.034
C 3.727 -1.224 -3.018  -0.165
C 2.367 -1.238 -3.781  -0.159
C 1.180 -1.743 -3.030  -0.072
H -0.471 -3.598 0.416  0.043
H -2.118 -4.484 1.217  0.092
H -4.103 -5.583 2.134  0.108
H -5.308 -4.602 4.057  0.108
H -4.534 -2.461 5.034  0.107
H -2.549 -1.327 4.101  0.091
H -0.134 -1.897 4.950  0.097
H 1.478 -2.997 6.446  0.107
H 3.125 -4.609 5.530  0.106
H 3.143 -5.102 3.107  0.108
H 1.534 -4.010 1.606  0.085
H -2.703 -0.542 -2.033  0.083
H -4.486 -1.558 -3.429  0.107
H -4.362 -3.946 -4.041  0.110
H -2.466 -5.334 -3.261  0.110
H -0.677 -4.328 -1.893  0.111
H 2.489 -2.251 0.066  0.083
H 4.586 -1.740 -1.042  0.119
H 4.524 -1.761 -3.530  0.139
H 2.424 -1.676 -4.776  0.142
H 0.229 -1.753 -3.560  0.117
C -3.455 2.472 -4.254  -0.055
N -2.684 3.539 -3.634  0.027
C -1.808 3.282 -2.640  -0.584
N -1.176 4.355 -2.083  0.201
O -1.622 2.113 -2.262  -0.151
H -3.914 2.857 -5.160  0.089
H -4.234 2.098 -3.590  0.084
H -2.798 1.646 -4.514  0.084
H -2.921 4.490 -3.843  0.137
H -1.193 5.251 -2.537  0.113
H -0.384 4.177 -1.492  0.053
C 4.435 4.474 -1.646  -0.102
N 3.416 4.174 -0.654  -0.246
C 2.123 4.700 -1.050  -0.117
C 3.354 2.763 -0.236  -0.173
C 3.045 1.738 -1.323  -0.242
C 4.043 1.237 -2.049  -0.024
C 3.830 0.346 -3.239  -0.164
C 2.387 0.356 -3.824  -0.159
C 1.358 0.938 -2.888  -0.142
C 1.622 1.435 -1.674  -0.271
H 4.524 5.557 -1.747  0.085
H 4.218 4.051 -2.637  0.083
H 5.400 4.085 -1.312  0.087
H 2.201 5.778 -1.201  0.090
H 1.405 4.525 -0.237  0.077
H 1.734 4.250 -1.977  0.075
H 2.589 2.723 0.535  0.085
H 4.316 2.524 0.225  0.125
H 5.074 1.467 -1.786  0.119
H 4.589 0.578 -3.983  0.140
H 2.286 0.754 -4.835  0.139
H 0.321 0.822 -3.220  0.089

For the total energy, the calculation gives -81345.52538 eV. As for the HOMO-LUMO gap: 7.95 eV. As for the charge: +1. As for the lowest unoccupied orbital energy: -1.9 eV.

---

Formula: C41H54N2Zn
Source: OMol25
Level of theory: ωB97M-V/def2-TZVPD

Each line ends with the Löwdin charge.
Cartesian coordinates (Å):
Zn -0.638 0.134 0.867  0.887
C -0.531 1.223 3.435  -0.279
C 0.459 2.156 3.345  -0.218
C 0.203 2.989 2.185  -0.216
C -0.963 2.593 1.599  -0.258
C -1.430 1.362 2.277  -0.382
C -2.916 1.222 2.568  -0.061
C -1.714 3.308 0.515  -0.023
C 1.092 4.119 1.765  -0.037
C 1.624 2.367 4.260  -0.035
C -0.832 0.288 4.564  -0.041
H -3.225 1.973 3.305  0.098
H -3.165 0.242 2.978  0.077
H -3.525 1.366 1.683  0.023
H -1.337 4.323 0.391  0.080
H -2.775 3.389 0.768  0.081
H -1.656 2.824 -0.461  0.060
H 0.980 4.987 2.421  0.084
H 0.879 4.443 0.747  0.064
H 2.145 3.830 1.807  0.076
H 1.666 3.401 4.609  0.081
H 2.576 2.165 3.759  0.078
H 1.572 1.726 5.137  0.066
H -1.158 -0.690 4.207  0.070
H -1.643 0.684 5.183  0.088
H 0.022 0.136 5.218  0.054
C 3.475 -2.029 -2.771  -0.063
C 3.268 -0.777 -1.916  -0.367
C 4.187 0.338 -2.421  -0.049
C 3.492 -1.101 -0.440  -0.118
C 4.665 -1.791 -0.143  -0.046
C 4.902 -2.317 1.108  -0.063
C 3.945 -2.161 2.092  -0.037
C 2.787 -1.427 1.873  -0.133
C 1.765 -1.346 2.986  -0.374
C 0.803 -2.533 2.877  -0.047
C 2.415 -1.313 4.371  -0.065
C 2.573 -0.855 0.609  -0.126
N 1.371 -0.121 0.330  0.053
C 1.535 0.930 -0.422  -0.117
C 0.599 1.511 -1.341  -0.173
C 1.078 2.630 -2.060  -0.054
C 0.489 3.063 -3.214  -0.091
C -0.582 2.308 -3.730  -0.070
C -1.087 1.225 -3.066  -0.027
C -0.594 0.842 -1.784  -0.259
N -1.193 -0.085 -1.023  -0.010
C -2.228 -0.891 -1.590  -0.175
C -1.872 -2.113 -2.183  -0.139
C -2.871 -2.936 -2.690  -0.042
C -4.201 -2.563 -2.641  -0.068
C -4.540 -1.348 -2.074  -0.039
C -3.576 -0.500 -1.539  -0.137
C -4.028 0.809 -0.924  -0.373
C -5.188 0.598 0.054  -0.078
C -4.441 1.832 -1.986  -0.046
C -0.429 -2.542 -2.355  -0.370
C -0.065 -2.510 -3.842  -0.049
C -0.165 -3.925 -1.757  -0.055
H 3.219 -1.818 -3.810  0.082
H 2.854 -2.851 -2.421  0.071
H 4.512 -2.362 -2.750  0.073
H 2.235 -0.464 -2.064  0.110
H 5.234 0.070 -2.267  0.082
H 4.013 1.285 -1.912  0.064
H 4.035 0.502 -3.488  0.085
H 5.388 -1.958 -0.930  0.107
H 5.809 -2.870 1.308  0.105
H 4.113 -2.605 3.062  0.104
H 1.194 -0.425 2.861  0.085
H 1.356 -3.473 2.919  0.088
H 0.256 -2.519 1.931  0.065
H 0.079 -2.528 3.693  0.071
H 2.869 -2.272 4.621  0.073
H 1.671 -1.110 5.138  0.062
H 3.187 -0.547 4.433  0.087
H 2.537 1.356 -0.472  0.126
H 1.967 3.125 -1.685  0.116
H 0.869 3.922 -3.747  0.097
H -1.017 2.584 -4.682  0.108
H -1.914 0.668 -3.483  0.115
H -2.599 -3.879 -3.148  0.109
H -4.967 -3.210 -3.045  0.102
H -5.580 -1.052 -2.041  0.108
H -3.179 1.223 -0.377  0.083
H -6.105 0.338 -0.476  0.074
H -5.389 1.514 0.610  0.079
H -4.976 -0.198 0.768  0.085
H -5.232 1.425 -2.619  0.082
H -3.607 2.117 -2.625  0.062
H -4.824 2.735 -1.510  0.082
H 0.203 -1.824 -1.826  0.107
H -0.784 -3.091 -4.423  0.078
H 0.922 -2.936 -4.014  0.063
H -0.072 -1.489 -4.228  0.078
H -0.666 -4.710 -2.326  0.075
H -0.514 -3.986 -0.726  0.080
H 0.904 -4.146 -1.767  0.067

For the total energy, the calculation gives -94792.96430 eV. As for the HOMO-LUMO gap: 7.18 eV. As for the charge: 0. As for the lowest unoccupied orbital energy: -0.1 eV.

---

Formula: C41H55IN5O8P3S
Source: OMol25
Level of theory: ωB97M-V/def2-TZVPD

Each line ends with the Löwdin charge.
Cartesian coordinates (Å):
C -1.848 -2.177 -0.618  0.073
C -0.972 -1.991 0.221  -0.120
C 0.226 -1.947 1.260  -0.146
C 1.589 -1.422 0.598  -0.252
C 2.448 -0.493 1.613  -0.685
I 4.139 0.505 0.573  1.214
C 1.586 0.709 2.210  -0.288
P 2.505 2.167 2.909  0.534
O 1.558 2.806 3.940  -0.355
O 2.787 3.414 1.787  -0.206
O 3.910 1.814 3.752  -0.214
C 3.198 -1.380 2.763  -0.538
P 2.150 -1.756 4.272  0.974
C 3.436 -1.983 5.672  -0.268
C 1.250 -3.400 4.225  -0.412
C -0.346 -3.255 4.471  -0.151
S 4.011 -2.775 1.891  0.666
O 3.799 -4.107 2.523  -0.320
O 5.481 -2.549 2.024  -0.342
O 3.748 -2.860 0.268  -0.264
C 2.423 -2.504 -0.200  -0.505
C 2.641 -1.955 -1.712  -0.154
C 1.372 -2.129 -2.658  -0.207
C 1.254 -0.870 -3.657  -0.361
C 0.904 0.484 -2.856  -0.094
C 0.021 -1.060 -4.687  -0.093
P 1.501 -4.174 -0.498  0.991
O 1.452 -5.111 0.924  -0.310
O 2.408 -5.050 -1.650  -0.275
H -2.409 -2.361 -1.566  0.061
H -0.161 -1.273 2.091  0.101
H 0.286 -2.981 1.703  0.077
H 1.232 -0.663 -0.184  0.125
H 0.945 1.099 1.343  0.129
H 0.830 0.376 2.997  0.081
H 3.762 3.361 1.624  0.042
H 3.679 1.514 4.658  0.087
H 4.032 -0.685 3.124  0.067
H 3.756 -3.058 5.796  0.050
H 2.925 -1.585 6.614  0.046
H 4.290 -1.270 5.463  0.041
H 1.633 -4.062 5.070  0.088
H 1.356 -4.002 3.277  0.044
H -0.612 -3.188 5.564  0.074
H -0.795 -2.442 3.831  0.052
H -0.788 -4.235 4.079  0.056
H 3.460 -2.631 -2.135  0.133
H 2.950 -0.874 -1.746  0.057
H 1.518 -3.067 -3.272  0.101
H 0.373 -2.185 -2.136  0.076
H 2.213 -0.783 -4.246  0.131
H 1.826 0.856 -2.284  0.062
H 0.114 0.298 -2.062  0.081
H 0.603 1.329 -3.543  0.077
H -0.319 -2.140 -4.757  0.073
H -0.871 -0.463 -4.291  0.065
H 0.247 -0.614 -5.706  0.078
H 2.160 -5.787 0.839  0.073
H 1.798 -5.199 -2.404  0.055
N -2.173 3.503 1.940  0.054
C -1.192 4.108 2.626  -0.144
C -1.378 5.250 3.389  -0.064
C -2.648 5.802 3.445  -0.083
C -3.679 5.196 2.743  -0.078
C -3.391 4.055 2.012  -0.158
H -0.221 3.645 2.553  0.066
H -0.549 5.695 3.925  0.105
H -2.833 6.696 4.031  0.103
H -4.683 5.599 2.764  0.078
H -4.165 3.542 1.449  0.092
N -6.981 4.582 -0.182  0.061
C -6.969 4.816 1.136  -0.169
C -7.410 5.996 1.715  -0.085
C -7.889 6.995 0.882  -0.082
C -7.910 6.779 -0.487  -0.077
C -7.449 5.562 -0.965  -0.152
H -6.582 4.005 1.745  0.098
H -7.380 6.129 2.789  0.102
H -8.242 7.933 1.295  0.105
H -8.277 7.536 -1.168  0.100
H -7.449 5.344 -2.028  0.102
N -3.512 1.212 -5.207  0.054
C -2.725 2.299 -5.172  -0.157
C -2.551 3.159 -6.244  -0.078
C -3.223 2.882 -7.424  -0.086
C -4.040 1.765 -7.488  -0.079
C -4.151 0.969 -6.359  -0.156
H -2.218 2.472 -4.228  0.100
H -1.906 4.024 -6.158  0.101
H -3.111 3.531 -8.286  0.104
H -4.580 1.517 -8.393  0.100
H -4.782 0.086 -6.360  0.101
N -3.930 -7.128 1.248  0.052
C -3.957 -7.573 2.511  -0.158
C -2.920 -7.396 3.413  -0.077
C -1.786 -6.723 2.984  -0.091
C -1.732 -6.254 1.681  -0.070
C -2.825 -6.480 0.859  -0.149
H -4.863 -8.095 2.798  0.101
H -2.997 -7.775 4.424  0.100
H -0.952 -6.566 3.660  0.099
H -0.864 -5.728 1.314  0.070
H -2.832 -6.129 -0.168  0.101
N 6.283 0.661 -3.146  0.063
C 6.953 1.006 -4.253  -0.151
C 7.608 2.217 -4.412  -0.074
C 7.564 3.128 -3.369  -0.080
C 6.875 2.796 -2.213  -0.069
C 6.257 1.557 -2.152  -0.183
H 6.956 0.261 -5.042  0.103
H 8.137 2.441 -5.329  0.102
H 8.062 4.087 -3.455  0.106
H 6.819 3.482 -1.377  0.102
H 5.708 1.248 -1.267  -0.057

For the total energy, the calculation gives -114036.92500 eV. As for the HOMO-LUMO gap: 7.89 eV. As for the charge: 0. As for the lowest unoccupied orbital energy: -0.5 eV.

---

> The lowest lowest unoccupied orbital energy belongs to which entry?

C41H53N4O4P2Pb

---

> The highest charge belongs to which entry?

C41H53N4O4P2Pb